1.
DFT (the ωB97M-V functional and the def2-TZVPD basis) results for C24H31N3O3 in the gas phase.

HOMO level ... -7.990 eV
Charge ... 0
Spin multiplicity ... 1
Energy relative to the best compared isomer or geometry (same formula, charge and spin) ... 19.60 kcal/mol
SMILES ... COc1ccccc1CCNC(=O)C[C@H]1C(=O)NCCN1CCCc1ccccc1

Each line ends with the Mulliken charge.
Geometry (Å):
O: 0.679382 3.644066 -1.124003  -0.74
O: -3.775339 -0.477939 1.664623  -0.42
O: -0.761438 0.165497 1.023346  -0.69
N: -1.499406 1.974601 -0.100063  0.16
N: 2.576686 0.684222 -0.165913  0.46
N: 1.708130 3.163672 0.801992  0.01
C: 4.390444 -1.707097 -0.772647  -1.36
C: 4.822713 -0.372656 -0.154753  -0.67
C: 0.541642 -3.068111 0.559434  -0.06
C: -3.297520 -1.415289 2.599733  -0.84
C: -3.939126 1.734989 0.033729  -1.16
C: 2.814555 -2.469516 1.032582  -0.19
C: -3.719972 0.357645 -0.528318  0.95
C: -3.237956 -1.088954 -2.399241  -0.81
C: 2.477230 2.321437 1.689488  -0.96
C: 3.956048 0.809070 -0.596061  -0.76
C: -0.703122 0.900148 0.052418  0.13
C: 0.762757 -2.812745 -0.781484  -0.28
C: 0.278015 0.680379 -1.087052  -0.46
C: 1.308136 2.851649 -0.441047  -0.13
C: 2.004043 -2.370940 -1.209030  -0.47
C: -3.249737 -1.981631 -0.171852  -0.44
C: -3.082649 -2.154572 -1.535380  -0.66
C: 1.574083 -2.899730 1.465219  -0.86
C: 1.621047 1.444627 -0.945398  0.08
C: -3.572839 -0.732746 0.342793  0.62
C: -2.652152 2.203481 0.738417  -0.86
C: -3.549621 0.160077 -1.886442  -0.50
C: 3.041344 -2.179440 -0.307329  0.57
C: 2.348785 0.857590 1.250840  -0.20
H: -3.432673 -0.952094 3.576383  0.27
H: -1.382492 2.561708 -0.912350  0.33
H: 4.428430 1.742647 -0.242704  0.25
H: -0.198542 0.984076 -2.019104  0.62
H: -2.717943 3.264503 0.992454  0.45
H: -3.121352 -2.827502 0.484323  0.34
H: -2.234947 -1.613475 2.433500  0.27
H: -2.503264 1.616211 1.645917  0.36
H: 2.101413 2.439937 2.709339  0.48
H: 1.344562 0.491754 1.468293  -0.26
H: -3.655229 1.002169 -2.556545  0.39
H: 1.483559 4.099132 1.113689  0.28
H: 1.412874 -3.108032 2.513137  0.38
H: -2.831695 -3.133349 -1.917962  0.43
H: 5.138816 -2.460300 -0.507469  0.39
H: 2.021226 1.558063 -1.958853  1.03
H: -4.750971 1.725591 0.761427  0.36
H: -0.037224 -2.948534 -1.495503  0.35
H: -3.107908 -1.221850 -3.462751  0.39
H: -4.192044 2.425750 -0.772794  0.42
H: 4.386245 -1.609932 -1.860007  0.38
H: -0.428827 -3.400119 0.894808  0.37
H: 3.530349 2.636322 1.676886  0.29
H: 3.619808 -2.362606 1.746465  0.46
H: 3.053706 0.247507 1.813138  0.75
H: -3.866076 -2.350999 2.567395  0.36
H: 2.166790 -2.167478 -2.258684  0.23
H: 5.849144 -0.161497 -0.465172  0.44
H: 3.958872 0.838520 -1.688861  0.43
H: 4.821778 -0.455028 0.931984  0.35
H: 0.511321 -0.382922 -1.122919  -1.08

Atoms 1-3, force components in eV/Å:
-0.173 0.122 -0.392
-0.112 0.214 -0.329
-0.071 -0.338 0.363



2.
DFT (the ωB97M-V functional and the def2-TZVPD basis) results for 2 unconnected molecules or ions with the total composition C24H32BF3O4.

HOMO level ... -5.874 eV
Charge ... 0
Spin multiplicity ... 1

Each line ends with the Mulliken charge.
Geometry (Å):
F: 5.347415 -1.724258 0.159007  -0.30
F: 4.724989 0.380419 -0.001717  -0.30
F: 4.234556 -0.801815 1.802411  -0.29
O: -0.957579 6.484949 3.542616  -0.41
O: -1.158229 -3.483664 -2.037695  -0.90
O: 3.040170 1.738688 2.038337  -0.22
O: -2.106685 -1.474350 -1.179790  -0.71
C: -0.300673 5.339020 3.232052  1.00
C: 0.234238 5.069142 1.944310  -0.60
C: 4.153424 2.495853 2.564385  -0.76
C: 1.531718 -2.773246 -1.303744  -0.70
C: -3.225698 -0.573916 -3.082343  -1.89
C: 0.648984 -0.764597 -0.282683  -0.77
C: 1.944814 -0.381430 0.062391  -0.12
C: -4.041648 -2.672275 -1.996631  -1.95
C: 0.958155 3.914387 1.738074  -0.48
C: -0.800676 -4.389249 0.792032  -1.16
C: -0.647478 -1.859772 -3.785802  -1.79
C: -1.287711 -2.982107 0.668544  -0.40
C: 0.482232 3.193783 4.030252  -0.45
C: 4.332005 -0.862244 0.430280  0.94
C: -2.251496 -3.772287 -4.114208  -1.89
C: -0.192543 4.363682 4.263654  -0.67
C: 3.004218 -1.245735 -0.162512  0.41
C: 2.827725 -2.420874 -0.882218  -1.07
C: -1.706679 -2.757108 -3.127851  1.62
C: 1.800265 1.732704 2.504362  -0.02
C: 0.446939 -1.996774 -0.892493  -0.68
C: 1.082088 2.947579 2.763479  0.13
C: -1.175189 7.429686 2.463901  -0.79
C: -2.801789 -1.848958 -2.361367  1.58
B: -1.126797 -2.488775 -0.997036  2.18
H: -3.665789 -0.814543 -4.057381  0.31
H: 0.279981 -4.447133 0.608148  0.27
H: -4.629491 -2.893259 -2.895525  0.36
H: 0.588394 2.434327 4.809344  0.44
H: -0.654838 -2.273405 1.213431  0.10
H: -2.322700 -2.856975 1.040541  0.32
H: -0.197827 -0.131068 -0.013103  0.48
H: -1.042519 -1.423337 -4.712836  0.35
H: -2.940336 -4.470710 -3.623590  0.36
H: 1.429687 3.699738 0.781147  0.49
H: 1.398387 0.769690 2.821483  0.64
H: 4.525741 2.005845 3.461057  0.33
H: -1.297845 -5.051956 0.080030  0.17
H: -3.767635 -3.617871 -1.508117  0.31
H: -2.763902 -3.271632 -4.943456  0.31
H: 4.900494 2.450482 1.777412  0.24
H: -0.340743 -1.039034 -3.121764  0.23
H: -1.839673 7.006327 1.692206  0.35
H: -0.218619 7.718503 1.997719  0.33
H: 3.666009 -3.072036 -1.107865  0.44
H: 2.104889 0.572709 0.556198  0.25
H: -2.388237 0.121454 -3.217538  0.36
H: -1.015887 -4.771333 1.796803  0.36
H: -1.414125 -4.348629 -4.526887  0.47
H: 3.847434 3.523386 2.763447  0.41
H: -0.663491 4.581888 5.222502  0.43
H: -4.663742 -2.083405 -1.313929  0.46
H: 1.394919 -3.662342 -1.921786  0.48
H: 0.091495 5.773164 1.119281  0.36
H: 0.235257 -2.459302 -4.036759  0.39
H: -3.991410 -0.066490 -2.481591  0.44
H: -1.656940 8.280486 2.949380  0.23

Atoms 1-3, force components in eV/Å:
-0.637 0.730 0.179
0.161 -0.464 0.579
0.476 0.261 -0.553



3.
DFT (the ωB97M-V functional and the def2-TZVPD basis) results for a molecular structure, C24H32BiClN3O4.

HOMO level ... -3.553 eV
Charge ... -1
Spin multiplicity ... 1
Energy relative to the best compared isomer or geometry (same formula, charge and spin) ... 22.00 kcal/mol

Each line ends with the Mulliken charge.
Geometry (Å):
Bi: 0.976167 -1.194456 -1.279221  0.87
Cl: 3.282131 -0.499592 -2.142438  -0.51
O: -2.280353 -3.744215 0.758585  -0.47
O: 1.249081 3.399664 -2.754696  -0.42
O: 2.199026 1.083501 2.900772  -0.77
O: 2.830035 -3.016208 1.018469  -0.71
N: -1.147289 -1.804219 0.823969  0.05
N: 1.139774 1.780334 -1.204087  0.23
N: 2.436756 -0.779390 1.504573  0.38
C: 0.082515 1.345561 -3.389701  -1.42
C: -2.130243 -1.071013 -1.718921  0.93
C: -3.431927 -0.552470 -1.877188  0.94
C: -0.237036 -1.911207 3.115314  -1.84
C: -1.917273 -2.559037 -1.379786  -1.98
C: 1.929907 3.966704 -1.581210  -0.81
C: 3.122578 -1.980709 1.624051  0.22
C: -3.562347 0.789830 -2.309456  -1.21
C: 1.959171 2.837992 -0.547980  1.50
C: -1.769620 -2.695448 0.113396  0.97
C: 0.854865 2.175970 -2.404912  0.68
C: -2.428436 1.424608 -2.845870  0.93
C: -1.956541 -3.536531 2.181658  -0.77
C: -1.158993 0.809412 -2.685667  0.96
C: 4.213596 -1.857783 2.661922  -0.66
C: -2.574878 -1.162908 2.720482  -1.64
C: 3.933285 -0.545720 3.354185  -0.64
C: -1.464887 -2.086540 2.248725  1.52
C: 2.775651 0.039205 2.571817  0.14
C: -1.075107 -0.133535 -1.658965  -0.66
C: -4.613090 -1.333863 -1.369745  -1.48
C: 3.367419 2.318133 -0.327277  -1.71
C: -2.486881 2.837000 -3.365679  -1.54
C: 1.316722 3.258261 0.759327  -1.54
H: 2.923575 4.286897 -1.918878  0.30
H: 1.385133 2.463168 1.514533  0.19
H: -5.518494 -0.724476 -1.544993  0.40
H: -2.249565 -0.118250 2.653537  0.32
H: -2.825456 -1.395194 3.762546  0.43
H: -1.802402 3.495615 -2.786294  0.24
H: -1.162973 -4.251242 2.446935  0.36
H: -0.469032 -2.213265 4.143040  0.46
H: -4.553848 1.311025 -2.242662  0.17
H: -0.997823 -3.033215 -1.826192  0.30
H: -3.528299 3.202071 -3.251449  0.37
H: 4.209850 -2.700492 3.349331  0.28
H: -4.518151 -1.527930 -0.277700  0.16
H: 0.269982 3.518886 0.571846  0.38
H: 2.006377 -2.447518 -1.759346  -0.14
H: 3.660539 -0.682755 4.400885  0.26
H: 5.184784 -1.832715 2.166532  0.26
H: 3.975420 3.092103 0.152871  0.44
H: -2.164619 2.876038 -4.421346  0.28
H: -0.089222 1.971467 -4.287063  0.30
H: -2.871774 -3.743979 2.752146  0.28
H: 3.344050 1.423389 0.305324  0.08
H: -2.719330 -3.255028 -1.687639  0.39
H: 3.812698 2.037960 -1.286700  0.47
H: 0.097029 -0.867998 3.118187  0.36
H: 1.339064 4.835393 -1.261064  0.33
H: 1.834061 4.143971 1.141116  0.41
H: -4.697639 -2.313958 -1.870483  0.27
H: 4.790364 0.123906 3.320755  0.25
H: 0.808369 0.566318 -3.735235  0.21
H: -3.476781 -1.299374 2.108635  0.34
H: 0.570337 -2.542148 2.734379  0.31

Atoms 1-3, force components in eV/Å:
1.038 2.226 4.767
0.253 0.613 -0.723
-0.699 -0.579 0.574



Largest force on an atom values (in Eh/bohr) by entry order: 0.01067 0.07727 0.11826.
E_LUMO values (in eV) by entry order: 0.740 -3.422 2.618.
Frontier orbital gap values (in eV) by entry order: 8.730 2.452 6.171.